(1)
{
  "formula": "C20H17N2O5V",
  "method": "ωB97M-V with the def2-TZVPD basis set",
  "elements": ["V", "O", "C", "O", "C", "C", "C", "C", "C", "O", "C", "C", "O", "O", "H", "H", "H", "H", "H", "H", "H", "H", "C", "C", "C", "C", "C", "C", "N", "N", "C", "C", "C", "C", "C", "C", "H", "H", "H", "H", "H", "H", "H", "H", "H"],
  "coordinates": [[-1.04883, 0.56861, 1.09929], [0.21323, 0.64515, 4.08818], [0.71049, 0.52988, 3.03829], [0.19259, 1.36109, 1.91402], [1.76850, -0.41700, 2.54942], [2.35819, 0.01446, 1.19515], [3.60841, -0.79149, 0.87159], [3.00759, -2.15890, 0.47064], [1.52318, -1.90453, 0.67033], [1.35119, -0.51535, 0.27987], [1.17991, -1.83813, 2.18346], [-0.29423, -2.09763, 2.30416], [-0.87252, -3.05979, 2.60323], [-1.10579, -0.94715, 1.78174], [2.50874, -0.50394, 3.34294], [2.45117, 1.08677, 1.05893], [4.27781, -0.85026, 1.72850], [4.15439, -0.33562, 0.05012], [3.36545, -2.99241, 1.07244], [3.20461, -2.38796, -0.57414], [0.86812, -2.54488, 0.08425], [1.65942, -2.63394, 2.74925], [-0.18605, -2.36724, -4.11431], [-0.48740, -1.17222, -4.75165], [-0.86577, -0.08564, -3.99028], [-0.89248, -0.19376, -2.58344], [-0.58357, -1.41565, -1.94662], [-0.24481, -2.49605, -2.71398], [-1.31671, 0.94351, -1.97179], [-1.27546, 1.05189, -0.71840], [-1.88580, 2.22852, -0.09515], [-2.09098, 3.44921, -0.71696], [-2.75566, 4.41775, 0.01360], [-3.21266, 4.17268, 1.31638], [-2.99882, 2.95943, 1.94678], [-2.32711, 1.98788, 1.22401], [0.07936, -3.23173, -4.70976], [-0.44791, -1.10035, -5.82910], [-1.13144, 0.86171, -4.43950], [-0.67232, -1.51943, -0.87242], [-0.04584, -3.45571, -2.25758], [-1.77357, 3.60485, -1.73891], [-2.92587, 5.38829, -0.43260], [-3.72505, 4.95924, 1.85424], [-3.31569, 2.78580, 2.96574]],
  "mulliken_charge": [1.15, -0.37, -0.38, -0.35, 0.09, 0.01, -1.05, -1.07, -0.42, -0.28, 0.11, 0.07, -0.36, -0.64, 0.73, 0.71, 0.37, 0.37, 0.42, 0.35, 0.75, 0.71, -0.37, -0.79, 0.02, 0.07, 0.15, -0.95, -0.74, 0.98, 0.83, -0.64, -0.57, -0.52, -0.90, 0.27, 0.43, 0.42, 0.51, 0.50, 0.48, 0.51, 0.44, 0.43, 0.50],
  "largest_force_ha_per_bohr": 0.0215,
  "energy_ha": -2201.3599,
  "lumo_ha": -0.3474,
  "charge": 2,
  "spin_multiplicity": 1,
  "gap_ev": 6.28
}


(2)
{
  "formula": "C20H17N3O6",
  "method": "ωB97M-V with the def2-TZVPD basis set",
  "elements": ["C", "C", "C", "C", "C", "O", "C", "C", "C", "C", "C", "C", "O", "N", "C", "C", "C", "C", "C", "N", "O", "C", "C", "O", "C", "N", "O", "O", "C", "H", "H", "H", "H", "H", "H", "H", "H", "H", "H", "H", "H", "H", "H", "H", "H", "H"],
  "coordinates": [[-8.15312, -2.95672, 0.08538], [-6.89178, -2.15249, 0.06567], [-5.64892, -2.77670, 0.15041], [-4.47306, -2.05463, 0.13648], [-4.48396, -0.66127, 0.04220], [-3.38649, 0.11085, 0.01248], [-2.10578, -0.46549, 0.08644], [-1.13433, 0.67082, 0.06265], [-1.35111, 2.01779, 0.05856], [-0.07208, 2.61447, 0.03773], [0.83792, 1.58956, 0.03120], [2.30725, 1.64455, 0.01501], [2.91102, 2.69643, 0.00362], [2.87898, 0.40016, 0.01245], [4.22715, 0.05471, 0.00593], [5.25213, 0.99830, 0.04350], [6.56632, 0.57881, 0.04123], [6.89372, -0.77349, -0.01757], [8.33495, -1.14959, -0.01226], [8.63242, -2.32429, -0.62920], [9.19211, -0.46885, 0.51017], [5.86650, -1.71313, -0.04415], [4.54962, -1.30309, -0.02798], [0.18470, 0.39180, 0.04582], [-5.73854, -0.02728, -0.04315], [-5.86035, 1.40182, -0.14382], [-6.96766, 1.84463, -0.38003], [-4.87678, 2.09164, 0.01354], [-6.91315, -0.77469, -0.03275], [-9.02225, -2.31623, -0.03174], [-8.24215, -3.49660, 1.02717], [-8.14762, -3.69059, -0.71895], [-5.60206, -3.85299, 0.22800], [-3.53510, -2.58228, 0.20050], [-1.92270, -1.13748, -0.76670], [-1.98643, -1.04354, 1.01646], [-2.30802, 2.49767, 0.06799], [0.16288, 3.65827, 0.02914], [2.23475, -0.37988, 0.01324], [5.00867, 2.04664, 0.07887], [7.36890, 1.29903, 0.08404], [7.96496, -2.81156, -1.19833], [9.60198, -2.58607, -0.69712], [6.08764, -2.77075, -0.04432], [3.75674, -2.03886, -0.03774], [-7.84768, -0.23802, -0.10227]],
  "mulliken_charge": [-1.51, 0.73, -0.88, -0.53, 1.33, -0.24, -0.40, -0.13, -0.05, -1.37, 0.73, 0.25, -0.71, -0.06, 0.95, -0.49, -0.77, 0.50, 0.36, -0.38, -0.62, -0.89, -0.63, -0.42, -0.36, 0.98, -0.65, -0.57, -0.62, 0.33, 0.34, 0.35, 0.40, 0.42, 0.41, 0.38, 0.62, 0.52, 0.18, 0.52, 0.42, 0.19, 0.22, 0.36, 0.34, 0.44],
  "largest_force_ha_per_bohr": 0.0255,
  "energy_ha": -1387.9798,
  "lumo_ha": -0.0205,
  "spin_multiplicity": 1,
  "gap_ev": 8.05
}


(3)
{
  "formula": "C20H17NO3",
  "method": "ωB97M-V with the def2-TZVPD basis set",
  "elements": ["C", "C", "C", "C", "C", "C", "C", "C", "C", "C", "N", "C", "O", "C", "C", "C", "C", "C", "C", "C", "C", "O", "C", "O", "H", "H", "H", "H", "H", "H", "H", "H", "H", "H", "H", "H", "H", "H", "H", "H", "H"],
  "coordinates": [[1.73535, 3.78739, -1.19314], [1.66067, 2.31818, -0.90936], [0.84883, 1.48984, -1.67506], [0.78286, 0.13103, -1.43119], [1.51712, -0.42135, -0.38851], [2.37175, 0.39026, 0.36155], [2.43557, 1.74514, 0.09097], [3.23909, -0.29770, 1.37109], [3.79077, -1.54995, 0.68641], [2.64653, -2.49739, 0.34549], [1.43738, -1.78242, -0.05577], [0.27663, -2.47983, 0.01933], [0.24038, -3.65927, 0.30360], [-0.99270, -1.69283, -0.14276], [-1.43444, -0.86387, 0.82569], [-2.71921, -0.24214, 0.71812], [-3.23998, 0.63324, 1.67680], [-4.49339, 1.17693, 1.51406], [-5.25500, 0.85633, 0.39275], [-4.76407, -0.00264, -0.56735], [-3.49355, -0.55313, -0.41061], [-3.03875, -1.38055, -1.37790], [-1.80725, -1.97118, -1.33004], [-1.46083, -2.63872, -2.26892], [0.76116, 4.17415, -1.48377], [2.42783, 3.97390, -2.01451], [2.08816, 4.33456, -0.32242], [0.26908, 1.91147, -2.48293], [0.18284, -0.50343, -2.06419], [3.09976, 2.36690, 0.67498], [4.04562, 0.35801, 1.70015], [2.65404, -0.58960, 2.24813], [4.50211, -2.06821, 1.32970], [4.31286, -1.24666, -0.22351], [2.93464, -3.18074, -0.46043], [2.37914, -3.11103, 1.21233], [-0.83182, -0.65940, 1.70019], [-2.64167, 0.87147, 2.54348], [-4.89075, 1.85159, 2.25669], [-6.23865, 1.28386, 0.27313], [-5.33810, -0.26222, -1.44226]],
  "mulliken_charge": [-1.55, 0.81, -0.93, -0.54, 0.13, 0.87, -1.01, -1.04, -0.71, -0.73, 0.16, 0.15, -0.65, -0.01, 0.17, 0.82, -0.59, -0.70, -0.45, -0.45, -0.06, -0.45, 0.40, -0.62, 0.39, 0.29, 0.37, 0.43, 0.64, 0.39, 0.40, 0.33, 0.40, 0.40, 0.29, 0.45, 0.50, 0.44, 0.40, 0.38, 0.48],
  "largest_force_ha_per_bohr": 0.0183,
  "energy_ha": -1052.8506,
  "lumo_ha": -0.0059,
  "spin_multiplicity": 1,
  "gap_ev": 8.22
}


(4)
{
  "formula": "C20H17NO3",
  "method": "ωB97M-V with the def2-TZVPD basis set",
  "elements": ["C", "C", "C", "C", "C", "C", "O", "N", "C", "C", "C", "C", "C", "C", "C", "C", "C", "C", "C", "O", "C", "O", "C", "C", "H", "H", "H", "H", "H", "H", "H", "H", "H", "H", "H", "H", "H", "H", "H", "H", "H"],
  "coordinates": [[7.15468, -1.39244, 1.73698], [5.63265, -1.24474, 1.30886], [4.89913, -0.12356, 1.35111], [3.67577, 0.00238, 1.10277], [3.10678, -0.95375, 0.62383], [1.59952, -1.18697, 0.24952], [1.07562, -2.47007, -0.07294], [1.13378, -0.06302, -0.03625], [-0.27969, 0.43960, -0.18809], [-1.11303, -0.45166, -1.22725], [-0.45151, -1.29242, -2.21969], [-2.37738, 0.11580, -1.38832], [-2.91129, 0.94037, -0.38957], [-4.35984, 1.57452, -0.38489], [-4.78836, 2.22666, 0.64056], [-6.20773, 2.67585, 0.42644], [-6.98651, 2.25847, -0.41967], [-6.43857, 1.65706, -1.60333], [-5.15199, 0.96903, -1.49875], [-2.20661, 1.56667, 0.24405], [-0.81408, 1.27002, 0.68261], [-0.24319, 1.97352, 1.42530], [3.83070, -2.35419, 0.61454], [5.16844, -2.45837, 1.07234], [7.83827, -1.35982, 0.76078], [7.57262, -0.71002, 2.32446], [7.35011, -2.30234, 2.34863], [5.46304, 0.59360, 2.01787], [3.22632, 0.99070, 1.10879], [1.34317, 0.60453, 0.47879], [0.33883, -1.02146, -2.63281], [-1.20816, -1.52139, -2.84257], [-0.19493, -2.24373, -1.55987], [-3.06352, -0.51869, -2.13454], [-4.12270, 2.63208, 1.46739], [-6.54531, 3.29423, 1.35528], [-7.94261, 2.73224, -0.75728], [-7.17327, 1.21294, -2.25614], [-4.88518, 0.47364, -2.44795], [3.34251, -3.22730, 0.06803], [5.71352, -3.30796, 0.65101]],
  "mulliken_charge": [-1.50, 0.95, -0.85, -0.06, 0.66, 0.44, -0.74, -0.05, -0.55, 1.14, -1.94, -0.70, 0.98, 0.47, -0.17, -0.31, -0.45, -0.57, -0.53, -0.14, 0.26, -0.63, -0.57, -0.61, 0.25, 0.53, 0.34, 0.18, 0.35, 0.47, 0.49, 0.47, 0.40, -0.05, 0.37, 0.24, 0.29, 0.34, 0.23, 0.29, 0.30],
  "largest_force_ha_per_bohr": 0.3529,
  "energy_ha": -1052.3076,
  "lumo_ha": -0.0156,
  "spin_multiplicity": 1,
  "gap_ev": 7.90
}


Repeat the first record exactly.
{
  "formula": "C20H17N2O5V",
  "method": "ωB97M-V with the def2-TZVPD basis set",
  "elements": ["V", "O", "C", "O", "C", "C", "C", "C", "C", "O", "C", "C", "O", "O", "H", "H", "H", "H", "H", "H", "H", "H", "C", "C", "C", "C", "C", "C", "N", "N", "C", "C", "C", "C", "C", "C", "H", "H", "H", "H", "H", "H", "H", "H", "H"],
  "coordinates": [[-1.04883, 0.56861, 1.09929], [0.21323, 0.64515, 4.08818], [0.71049, 0.52988, 3.03829], [0.19259, 1.36109, 1.91402], [1.76850, -0.41700, 2.54942], [2.35819, 0.01446, 1.19515], [3.60841, -0.79149, 0.87159], [3.00759, -2.15890, 0.47064], [1.52318, -1.90453, 0.67033], [1.35119, -0.51535, 0.27987], [1.17991, -1.83813, 2.18346], [-0.29423, -2.09763, 2.30416], [-0.87252, -3.05979, 2.60323], [-1.10579, -0.94715, 1.78174], [2.50874, -0.50394, 3.34294], [2.45117, 1.08677, 1.05893], [4.27781, -0.85026, 1.72850], [4.15439, -0.33562, 0.05012], [3.36545, -2.99241, 1.07244], [3.20461, -2.38796, -0.57414], [0.86812, -2.54488, 0.08425], [1.65942, -2.63394, 2.74925], [-0.18605, -2.36724, -4.11431], [-0.48740, -1.17222, -4.75165], [-0.86577, -0.08564, -3.99028], [-0.89248, -0.19376, -2.58344], [-0.58357, -1.41565, -1.94662], [-0.24481, -2.49605, -2.71398], [-1.31671, 0.94351, -1.97179], [-1.27546, 1.05189, -0.71840], [-1.88580, 2.22852, -0.09515], [-2.09098, 3.44921, -0.71696], [-2.75566, 4.41775, 0.01360], [-3.21266, 4.17268, 1.31638], [-2.99882, 2.95943, 1.94678], [-2.32711, 1.98788, 1.22401], [0.07936, -3.23173, -4.70976], [-0.44791, -1.10035, -5.82910], [-1.13144, 0.86171, -4.43950], [-0.67232, -1.51943, -0.87242], [-0.04584, -3.45571, -2.25758], [-1.77357, 3.60485, -1.73891], [-2.92587, 5.38829, -0.43260], [-3.72505, 4.95924, 1.85424], [-3.31569, 2.78580, 2.96574]],
  "mulliken_charge": [1.15, -0.37, -0.38, -0.35, 0.09, 0.01, -1.05, -1.07, -0.42, -0.28, 0.11, 0.07, -0.36, -0.64, 0.73, 0.71, 0.37, 0.37, 0.42, 0.35, 0.75, 0.71, -0.37, -0.79, 0.02, 0.07, 0.15, -0.95, -0.74, 0.98, 0.83, -0.64, -0.57, -0.52, -0.90, 0.27, 0.43, 0.42, 0.51, 0.50, 0.48, 0.51, 0.44, 0.43, 0.50],
  "largest_force_ha_per_bohr": 0.0215,
  "energy_ha": -2201.3599,
  "lumo_ha": -0.3474,
  "charge": 2,
  "spin_multiplicity": 1,
  "gap_ev": 6.28
}